{"formula": "C7H29O8", "method": "the ωB97M-V functional and the def2-TZVPD basis", "charge": -1, "total_energy_ha": -885.83642, "spin_multiplicity": 1, "species": ["O", "H", "C", "O", "H", "H", "H", "H", "C", "O", "H", "H", "H", "H", "C", "O", "H", "H", "H", "H", "C", "O", "H", "H", "H", "H", "C", "O", "H", "H", "H", "H", "C", "O", "H", "H", "H", "H", "C", "O", "H", "H", "H", "H"], "xyz": [[0.01698, 0.14448, -0.15657], [-0.50602, -0.69752, -0.07557], [2.21398, 2.19148, 1.46643], [2.33598, 0.86248, 1.07643], [2.57598, 2.41948, 2.41543], [1.04398, 2.21548, 1.55243], [2.59398, 3.10748, 0.81643], [1.37298, 0.69348, 0.67243], [-0.42202, -2.02352, -2.82157], [0.23198, -0.71252, -2.78857], [-1.44702, -2.22652, -2.27357], [0.33998, -2.77052, -2.33657], [-0.69702, -2.28852, -3.91257], [-0.00802, -0.37652, -1.98857], [-2.98102, -2.20052, 1.06643], [-3.77002, -1.44652, 0.23543], [-3.39102, -3.06252, 1.09243], [-2.92502, -1.80552, 2.18043], [-2.07302, -2.44452, 0.63143], [-3.28702, -0.63052, -0.07557], [-2.55102, 2.57248, -0.75657], [-2.57102, 1.14248, -0.51857], [-2.59702, 2.99048, 0.21343], [-3.40702, 2.78648, -1.26657], [-1.89802, 2.98548, -1.42157], [-1.67402, 0.97248, -0.34557], [2.09998, 1.99348, -2.09657], [0.86098, 2.26548, -1.56757], [2.87398, 2.86148, -1.97757], [1.99998, 2.07148, -3.28657], [2.52098, 0.98348, -1.92857], [0.38298, 1.47748, -1.09257], [2.49498, -2.32152, 0.50743], [1.22098, -2.36452, -0.10557], [2.60798, -2.80252, 1.47043], [2.93398, -1.39252, 0.46943], [3.19198, -2.72152, -0.19257], [0.77398, -1.47452, 0.07143], [0.06998, -0.27252, 3.13043], [-0.84702, 0.28448, 2.31643], [-0.45202, -0.89752, 3.81043], [0.48098, 0.43548, 3.74243], [0.73398, -0.87952, 2.53543], [-0.46902, 0.35548, 1.51243]]}